[1]
Formula: C51H136O17
Source: OMol25
Level of theory: ωB97M-V/def2-TZVPD

```
! RIJCOSX wB97M-V def2-TZVPD def2/J DEFGRID3
* xyz 0 1
C 7.40 1.50 -1.41
C 7.81 2.85 -0.77
C 6.53 3.61 -0.42
O 8.48 2.54 0.45
H 6.66 1.08 -0.73
H 8.23 0.82 -1.56
H 6.92 1.65 -2.38
H 8.49 3.42 -1.40
H 5.96 3.71 -1.34
H 6.62 4.63 -0.06
H 5.91 3.05 0.28
H 7.87 2.34 1.17
C 1.88 3.45 1.93
C 2.00 4.12 3.24
C 2.95 5.24 3.33
O 0.71 4.53 3.66
H 2.83 3.22 1.47
H 1.37 4.10 1.22
H 1.35 2.51 2.09
H 2.44 3.40 3.93
H 3.97 5.00 3.06
H 3.00 5.74 4.30
H 2.70 6.10 2.70
H 0.29 5.14 3.05
C 5.57 -2.33 -0.51
C 5.17 -3.31 0.59
C 3.70 -3.59 0.47
O 6.00 -4.50 0.46
H 5.03 -2.51 -1.44
H 6.65 -2.28 -0.59
H 5.20 -1.33 -0.29
H 5.25 -2.88 1.59
H 3.45 -3.97 -0.52
H 3.08 -2.76 0.80
H 3.42 -4.37 1.17
H 5.97 -4.83 -0.44
C -5.35 -3.09 -0.74
C -4.78 -4.42 -0.29
C -4.93 -5.49 -1.45
O -3.31 -4.34 -0.10
H -5.67 -2.54 0.15
H -6.28 -3.18 -1.30
H -4.59 -2.46 -1.19
H -5.25 -4.72 0.65
H -4.65 -4.90 -2.32
H -5.98 -5.72 -1.59
H -4.29 -6.37 -1.34
H -3.23 -4.14 0.83
C 1.50 3.40 -2.09
C 2.92 3.92 -2.41
C 3.15 4.47 -3.82
O 3.28 4.87 -1.45
H 1.51 2.65 -1.30
H 1.02 2.97 -2.97
H 0.82 4.18 -1.75
H 3.52 3.02 -2.24
H 4.21 4.67 -3.95
H 2.72 5.46 -4.00
H 3.00 3.84 -4.70
H 4.16 5.20 -1.62
C -3.03 -3.88 4.85
C -2.64 -4.80 3.74
C -1.82 -6.02 4.26
O -3.69 -5.27 3.05
H -3.83 -4.38 5.40
H -3.40 -2.94 4.45
H -2.15 -3.59 5.43
H -2.07 -4.21 3.02
H -1.71 -6.79 3.49
H -2.43 -6.47 5.04
H -0.92 -5.63 4.73
H -4.16 -5.98 3.49
C -2.02 7.78 1.79
C -1.56 6.28 1.79
C -2.01 5.73 0.51
O -0.16 6.34 1.82
H -1.75 8.30 2.71
H -3.09 7.94 1.71
H -1.53 8.38 1.02
H -2.10 5.91 2.66
H -1.53 4.76 0.40
H -1.56 6.38 -0.24
H -3.10 5.76 0.48
H 0.24 6.58 0.98
C 2.77 -5.33 5.57
C 2.87 -4.91 4.12
C 1.77 -4.07 3.68
O 4.08 -4.23 3.96
H 2.69 -4.40 6.14
H 3.71 -5.86 5.68
H 1.87 -5.95 5.59
H 2.92 -5.79 3.49
H 1.83 -4.08 2.59
H 1.97 -3.03 3.92
H 0.85 -4.44 4.14
H 4.80 -4.80 3.68
C -8.68 0.72 -3.30
C -7.26 0.52 -2.89
C -6.61 -0.74 -3.40
O -6.56 1.61 -3.43
H -9.06 1.66 -2.93
H -9.36 -0.04 -2.92
H -8.78 0.79 -4.38
H -7.25 0.48 -1.80
H -5.64 -0.81 -2.92
H -6.55 -0.84 -4.49
H -7.28 -1.53 -3.05
H -5.64 1.61 -3.13
C -1.17 -4.41 -4.28
C -0.35 -3.37 -3.52
C -0.54 -2.04 -4.15
O -0.77 -3.36 -2.15
H -1.25 -5.38 -3.78
H -0.90 -4.52 -5.33
H -2.18 -4.01 -4.23
H 0.69 -3.69 -3.59
H 0.08 -1.28 -3.69
H -1.53 -1.60 -4.19
H -0.22 -2.16 -5.19
H -0.72 -4.18 -1.66
C 0.29 7.50 -2.67
C 1.39 7.69 -1.64
C 1.29 9.08 -0.83
O 1.21 6.59 -0.68
H 0.35 6.51 -3.13
H 0.44 8.24 -3.45
H -0.67 7.67 -2.17
H 2.36 7.40 -2.06
H 2.16 9.22 -0.19
H 0.46 8.92 -0.14
H 1.11 9.99 -1.41
H 1.83 5.89 -0.90
C -1.48 2.10 5.20
C -0.26 1.94 6.10
C 0.88 1.22 5.31
O 0.18 3.16 6.48
H -1.20 2.60 4.27
H -2.23 2.60 5.80
H -1.95 1.14 4.97
H -0.58 1.34 6.95
H 0.52 0.20 5.15
H 1.75 1.33 5.95
H 0.96 1.63 4.31
H 0.22 3.54 5.60
C 4.80 1.28 4.66
C 6.27 1.27 4.20
C 6.57 0.83 2.79
O 6.62 2.60 4.24
H 4.83 1.45 5.73
H 4.28 0.33 4.51
H 4.19 1.99 4.09
H 6.90 0.75 4.91
H 7.64 0.89 2.61
H 5.91 1.30 2.07
H 6.32 -0.23 2.67
H 6.79 2.91 5.13
C 1.04 -0.65 -1.23
C -0.24 -0.66 -0.25
C -0.21 0.47 0.75
O -1.35 -0.52 -1.09
H 1.16 -1.59 -1.76
H 1.99 -0.48 -0.71
H 1.00 0.12 -2.00
H -0.34 -1.63 0.24
H 0.12 1.43 0.35
H 0.35 0.32 1.67
H -1.23 0.73 1.02
H -1.43 -1.35 -1.55
C -0.11 -5.59 0.39
C -0.82 -6.74 -0.37
C -1.88 -7.46 0.45
O -1.48 -6.19 -1.49
H 0.54 -5.92 1.19
H -0.70 -4.79 0.84
H 0.53 -5.05 -0.32
H -0.12 -7.46 -0.78
H -2.76 -6.87 0.72
H -1.45 -7.79 1.39
H -2.13 -8.35 -0.12
H -2.26 -5.66 -1.32
C -3.51 1.66 -4.74
C -2.70 1.39 -3.50
C -2.09 2.66 -2.86
O -3.59 0.92 -2.55
H -4.10 0.81 -5.06
H -2.82 1.88 -5.55
H -4.30 2.40 -4.60
H -1.91 0.68 -3.71
H -2.74 3.47 -2.54
H -1.36 2.98 -3.60
H -1.55 2.36 -1.96
H -3.12 0.84 -1.71
C -5.10 -4.88 -5.76
C -5.32 -3.40 -5.47
C -4.33 -2.41 -6.07
O -6.67 -3.11 -5.86
H -5.83 -5.44 -5.18
H -4.06 -5.17 -5.58
H -5.32 -5.08 -6.81
H -5.21 -3.23 -4.40
H -4.84 -1.51 -6.40
H -3.96 -2.96 -6.94
H -3.59 -2.03 -5.36
H -7.31 -3.08 -5.14
*
```

DFT total energy: -3303.62577 hartree
HOMO: -9.360 eV
LUMO energy: 0.012 hartree



[2]
Formula: C51H26Cl9CrIN4
Source: OMol25
Level of theory: ωB97M-V/def2-TZVPD

```
! RIJCOSX wB97M-V def2-TZVPD def2/J DEFGRID3
* xyz -2 5
Cr -0.08 -0.67 -0.04
Cl 9.24 -2.39 -0.57
C 7.52 -2.10 -0.59
C 7.03 -0.94 -0.03
C 5.67 -0.73 -0.03
C 4.78 -1.65 -0.61
C 5.32 -2.78 -1.21
C 6.68 -3.02 -1.19
C 3.34 -1.37 -0.50
C 2.60 -1.11 -1.66
C 3.16 -1.07 -2.96
C 2.21 -0.51 -3.78
C 1.08 -0.23 -2.97
C -0.05 0.47 -3.41
C -0.12 0.89 -4.81
C -0.37 2.23 -5.13
C -0.49 2.66 -6.43
C -0.36 1.73 -7.45
Cl -0.52 2.25 -9.10
C -0.10 0.40 -7.18
C 0.02 -0.02 -5.87
C -1.12 0.85 -2.60
N -1.21 0.71 -1.23
C -2.42 1.23 -0.88
C -2.89 1.46 0.43
C -4.07 2.31 0.58
C -4.11 3.56 -0.05
C -5.18 4.42 0.12
C -6.24 4.03 0.92
Cl -7.59 5.10 1.14
C -6.23 2.80 1.56
C -5.15 1.95 1.39
C -2.18 1.09 1.59
C -2.53 1.51 2.90
C -1.51 1.13 3.73
C -0.54 0.48 2.91
N -0.97 0.45 1.61
C 0.70 0.03 3.36
C 1.69 -0.52 2.53
C 2.91 -1.04 3.04
C 3.65 -1.43 1.96
C 2.88 -1.14 0.80
N 1.66 -0.63 1.16
C 1.10 0.28 4.75
C 0.51 -0.34 5.85
C 0.95 -0.09 7.13
C 1.98 0.82 7.33
Cl 2.53 1.16 8.95
C 2.58 1.46 6.26
C 2.15 1.18 4.98
C -3.16 1.58 -2.04
C -2.35 1.37 -3.11
N 1.31 -0.64 -1.68
H 7.69 -0.21 0.41
H 5.25 0.17 0.40
H 4.65 -3.50 -1.67
H 7.09 -3.91 -1.63
H 4.15 -1.39 -3.24
H 2.32 -0.28 -4.82
H -0.45 2.95 -4.32
H -0.68 3.70 -6.66
H 0.01 -0.31 -7.99
H 0.21 -1.06 -5.65
H -3.27 3.87 -0.65
H -5.19 5.38 -0.37
H -7.07 2.51 2.18
H -5.15 0.99 1.88
H -3.41 2.06 3.18
H -1.43 1.28 4.79
H 3.17 -1.13 4.07
H 4.61 -1.90 1.97
H -0.30 -1.04 5.69
H 0.51 -0.59 7.98
H 3.38 2.17 6.43
H 2.61 1.67 4.14
H -4.18 1.93 -2.05
H -2.59 1.50 -4.15
Cl -1.48 -2.08 -2.56
C -2.49 -2.13 -1.17
C -1.94 -1.69 0.03
C -2.67 -2.09 1.16
Cl -1.91 -2.04 2.70
C -3.93 -2.68 1.08
Cl -4.78 -3.10 2.51
C -4.49 -2.99 -0.15
Cl -6.03 -3.73 -0.25
C -3.73 -2.75 -1.29
Cl -4.32 -3.28 -2.81
I -0.69 -4.65 0.17
C 0.52 -2.83 0.22
H 1.22 -3.03 -0.60
H 1.06 -2.98 1.15
*
```

expectation value of S²: 6.16
DFT total energy: -7662.12324 hartree
HOMO (alpha / beta): -0.338 / -1.916 eV
LUMO energy (alpha / beta): 0.131 / 0.122 hartree